(1)
Computed, not measured: C9H17MnNOP as an isolated structure, with wB97M-V/def2-TZVPD.

## Properties
Frontier orbital gap (spin up / spin down) in eV: 8.66 / 8.21
HOMO energy (spin up / spin down) in eV: -11.6 / -11.5
Expectation value of S²: 3.813
Spin multiplicity: 4
Total charge: +1

Last column: Mulliken spin population.
Atoms and positions in Å:
C 0.46 0.01 -2.23  -0.11
C -0.82 -0.70 -2.17  0.03
C -0.63 -1.86 -1.43  0.00
C 0.78 -1.89 -1.00  -0.11
C 1.47 -0.80 -1.62  0.06
Mn 0.00 0.00 0.00  3.11
P -0.52 2.17 0.40  -0.05
H 0.64 0.93 -2.79  0.00
H -1.76 -0.36 -2.61  0.01
H -1.38 -2.61 -1.16  0.01
H 2.54 -0.58 -1.56  0.02
H 1.25 -2.70 -0.45  -0.01
H -1.49 2.43 1.40  -0.01
H -1.05 2.94 -0.67  0.00
H 0.53 3.02 0.83  0.01
C 0.54 -0.78 5.39  0.00
N 0.72 -1.09 3.98  0.02
C 1.59 -2.19 3.60  0.00
C 0.14 -0.32 2.99  0.03
C -0.72 0.87 3.33  -0.01
O 0.30 -0.66 1.81  0.02
H 1.11 -1.46 6.05  0.00
H -0.53 -0.88 5.67  0.00
H 0.89 0.25 5.61  0.00
H 1.02 -2.94 3.02  0.00
H 2.44 -1.81 2.99  0.00
H 2.03 -2.70 4.49  0.00
H -0.20 1.79 3.04  0.00
H -1.71 0.74 2.85  0.00
H -0.94 0.98 4.41  0.00

(2)
Computed, not measured: C5H7NO as an isolated structure, with wB97M-V/def2-TZVPD.

## Properties
Energy relative to the best compared isomer or geometry (same formula, charge and spin) in eV: 2.954
Frontier orbital gap in eV: 10.60
HOMO energy in eV: -9.7
Total charge: 0

Last column: Mulliken charge in e.
Atoms and positions in Å:
O -2.15 -0.12 -0.04  -0.56
C -0.92 -0.72 0.27  -0.10
C 0.19 -0.93 -0.73  -0.40
C 1.10 0.25 -0.72  -0.01
C 0.53 1.29 0.21  -0.78
C 0.14 0.07 1.05  0.01
N 1.22 -0.78 0.35  -0.63
H -2.19 0.05 -0.99  0.33
H -1.10 -1.67 0.78  0.35
H 0.26 -1.72 -1.48  0.40
H 1.89 0.35 -1.46  0.40
H -0.26 1.96 -0.16  0.24
H 1.32 1.86 0.70  0.29
H 0.11 0.12 2.14  0.45

(3)
Computed, not measured: an isolated ion of composition C5H11NOS and charge -2, with wB97M-V/def2-TZVPD.

## Properties
Energy relative to the best compared isomer or geometry (same formula, charge and spin) in eV: 3.370
Frontier orbital gap in eV: 5.17
HOMO energy in eV: 1.1
SMILES: CCN[C@H](C[O-])C[S-]
Total charge: -2

Last column: Mulliken charge in e.
Atoms and positions in Å:
C -0.91 0.79 0.92  -0.29
N -0.15 -0.45 0.56  -0.48
C 1.10 -0.25 -0.33  0.23
C 1.29 -1.51 -1.19  -1.40
S 2.67 -2.71 -0.69  -0.82
C 0.85 1.00 -1.36  -0.64
O 0.07 1.92 -1.01  -0.80
C -2.19 0.40 1.75  -0.97
H -1.16 1.01 -0.19  0.19
H -0.47 1.61 1.33  0.33
H 0.03 -1.11 1.25  0.19
H 1.91 -0.16 0.41  0.49
H 0.41 -2.02 -1.38  0.50
H 1.43 -1.11 -2.25  0.26
H 0.41 0.25 -2.07  0.23
H 2.01 1.36 -1.32  0.22
H -2.24 -0.74 1.70  0.25
H -2.06 0.79 2.74  0.28
H -2.97 0.93 1.12  0.21

(4)
Computed, not measured: C50H54BrGaN3Sb2 as an isolated structure, with wB97M-V/def2-TZVPD.

## Properties
Energy relative to the best compared isomer or geometry (same formula, charge and spin) in eV: 0.000
Frontier orbital gap in eV: 6.61
HOMO energy in eV: -14.9
Total charge: +3

Last column: Mulliken charge in e.
Atoms and positions in Å:
Ga 0.62 0.51 -0.03  0.57
C 1.62 -1.85 3.06  -0.30
C 1.60 -0.65 4.02  -0.76
C 0.63 0.47 3.66  -0.19
Sb -1.36 -0.34 3.47  1.01
C -2.96 -0.36 2.09  0.64
C -4.13 -0.84 2.69  -0.91
C -5.26 -0.98 1.90  -0.73
C -5.22 -0.68 0.55  -0.72
C -4.04 -0.21 -0.02  -0.65
C -2.90 -0.05 0.75  0.02
C -2.29 0.18 5.27  0.82
C -3.32 1.11 5.23  -0.41
C -3.87 1.54 6.43  -0.69
C -3.41 1.03 7.64  -0.57
C -2.37 0.11 7.66  -0.66
C -1.80 -0.33 6.47  -0.66
Sb -0.23 -2.89 3.29  1.30
C -1.14 -3.43 1.49  0.32
C -0.52 -3.26 0.26  -0.46
C -1.23 -3.54 -0.90  -0.56
C -2.54 -4.00 -0.83  -0.73
C -3.15 -4.17 0.41  -0.78
C -2.46 -3.88 1.57  -0.34
C 0.23 -4.62 4.39  0.69
C -0.27 -5.82 3.91  -0.43
C 0.16 -7.00 4.51  -0.66
C 1.06 -6.95 5.57  -0.58
C 1.54 -5.73 6.04  -0.63
C 1.13 -4.54 5.45  -0.52
H 2.43 -2.53 3.31  0.69
H 1.72 -1.54 2.02  -0.33
H 2.60 -0.21 4.04  0.57
H 1.40 -0.98 5.04  0.12
H 0.89 0.98 2.74  -0.17
H 0.53 1.20 4.47  0.75
H -4.18 -1.07 3.75  0.57
H -6.18 -1.34 2.36  0.46
H -6.10 -0.80 -0.06  0.44
H -4.01 0.04 -1.08  0.53
H -1.99 0.32 0.29  -0.27
H -3.68 1.51 4.30  0.42
H -4.67 2.27 6.42  0.43
H -3.85 1.36 8.57  0.42
H -2.01 -0.28 8.60  0.44
H -1.00 -1.06 6.50  0.27
H 0.51 -2.94 0.20  0.41
H -0.75 -3.42 -1.86  0.54
H -3.08 -4.22 -1.74  0.46
H -4.17 -4.55 0.46  0.48
H -2.95 -4.03 2.53  0.55
H -0.98 -5.86 3.08  0.37
H -0.20 -7.95 4.14  0.43
H 1.38 -7.86 6.04  0.41
H 2.23 -5.70 6.87  0.43
H 1.50 -3.60 5.82  0.38
C 3.40 -2.31 -6.08  -2.10
C 2.73 -0.94 -5.98  1.85
C 1.51 -0.90 -6.91  -1.54
C 3.74 0.14 -6.42  -1.51
C 2.30 -0.62 -4.56  0.13
C 2.60 -1.43 -3.46  -0.84
C 2.16 -1.07 -2.21  -0.65
N 1.46 0.05 -1.97  -0.09
C 1.18 0.86 -3.00  -0.27
C 1.58 0.55 -4.29  -0.39
C 0.41 2.07 -2.64  0.40
C 0.07 3.07 -3.53  -0.41
C -0.65 4.19 -3.11  0.21
C -1.01 4.23 -1.75  -1.01
C -0.64 3.20 -0.92  -0.55
N 0.06 2.13 -1.35  -0.29
C -1.04 5.32 -4.04  1.91
C -2.58 5.44 -4.05  -1.55
C -0.43 6.62 -3.51  -1.57
C -0.56 5.08 -5.47  -2.10
H 3.65 -2.50 -7.12  0.45
H 2.73 -3.11 -5.75  0.42
H 4.32 -2.36 -5.51  0.39
H 1.82 -1.17 -7.92  0.46
H 1.06 0.09 -6.95  0.35
H 0.75 -1.62 -6.59  0.37
H 4.12 -0.11 -7.41  0.45
H 4.60 0.19 -5.74  0.36
H 3.28 1.13 -6.48  0.35
H 3.15 -2.35 -3.59  0.55
H 2.37 -1.69 -1.34  0.66
H 1.33 1.22 -5.10  0.56
H 0.38 2.99 -4.56  0.65
H -1.57 5.06 -1.35  0.52
H -0.91 3.20 0.13  0.60
H -2.98 5.62 -3.06  0.34
H -3.04 4.53 -4.45  0.38
H -2.87 6.28 -4.69  0.46
H -0.82 6.89 -2.53  0.35
H -0.67 7.44 -4.20  0.46
H 0.66 6.55 -3.45  0.37
H -0.98 4.17 -5.90  0.44
H 0.53 5.04 -5.53  0.44
H -0.88 5.92 -6.10  0.41
Br 6.52 3.92 1.09  -0.05
C 4.95 2.96 0.85  0.17
C 3.72 3.54 1.13  -0.91
C 2.58 2.81 0.90  0.18
N 2.60 1.55 0.43  0.03
C 3.79 0.99 0.19  -0.01
C 4.99 1.65 0.39  -0.89
H 3.66 4.56 1.51  0.47
H 1.60 3.23 1.10  0.40
H 3.78 -0.03 -0.17  0.44
H 5.93 1.16 0.18  0.48

(5)
Computed, not measured: C16H29N3OS as an isolated structure, with wB97M-V/def2-TZVPD.

## Properties
Energy relative to the best compared isomer or geometry (same formula, charge and spin) in eV: 17.885
Frontier orbital gap in eV: 9.18
HOMO energy in eV: -8.6
Total charge: 0

Last column: Mulliken charge in e.
Atoms and positions in Å:
C -5.97 -1.61 -0.82  -2.01
C -4.86 -0.84 -0.14  0.99
N -4.81 -0.65 1.11  -0.49
C -3.89 0.00 1.54  -0.74
C -3.13 0.39 0.44  0.85
S -3.79 -0.03 -0.91  -0.36
C -2.05 1.31 0.88  -0.95
N -0.85 0.88 -0.12  0.17
C -0.42 -0.35 0.52  -0.59
C 0.72 -1.04 -0.31  -1.17
N 1.78 0.08 -0.45  0.44
C 2.73 -0.68 -1.43  -0.95
H 2.88 -0.46 -2.42  0.57
C 4.28 -0.72 -0.72  -1.13
H 4.92 -1.02 -1.72  0.21
H 4.44 0.14 -0.23  0.76
C 4.57 -2.01 0.38  0.23
C 4.16 -3.33 -0.03  -1.22
H 4.72 -3.37 -1.16  0.22
H 4.57 -3.95 0.71  0.46
H 3.07 -3.43 -0.25  0.23
C 3.73 -1.43 1.81  -1.01
H 4.10 -2.15 2.46  0.56
H 2.70 -1.47 1.71  0.10
H 4.16 -0.38 1.77  0.26
H 5.70 -1.79 0.50  0.37
H 2.52 -1.98 -1.53  0.24
C 1.42 1.34 -1.03  0.15
C 0.21 1.72 0.02  -1.74
H -0.01 2.67 -0.45  0.49
H 0.71 2.07 0.86  0.72
C 2.50 2.17 -1.27  -1.28
H 3.38 1.78 -1.69  0.24
H 2.14 2.92 -1.74  0.74
C 3.05 2.65 0.19  -0.77
O 3.48 1.90 1.12  -0.52
H 2.86 0.96 0.76  0.43
H 3.99 3.33 0.26  0.41
H 2.33 3.44 0.67  0.26
H 0.82 1.16 -1.90  0.63
H 1.10 -2.01 0.30  0.16
H 0.06 -1.13 -1.03  0.54
H -1.30 -1.11 0.75  0.36
H 0.02 -0.33 1.64  0.25
H -1.85 1.66 1.71  0.63
H -2.01 2.35 0.25  0.32
H -3.73 0.08 2.66  0.33
H -6.44 -1.11 -1.53  0.53
H -6.68 -1.99 -0.31  0.55
H -5.66 -2.31 -1.45  0.51

(6)
Computed, not measured: C41H52CrN5O2SSi2Te as an isolated structure, with wB97M-V/def2-TZVPD.

## Properties
Energy relative to the best compared isomer or geometry (same formula, charge and spin) in eV: 2.162
Frontier orbital gap (spin up / spin down) in eV: 3.25 / 5.87
HOMO energy (spin up / spin down) in eV: -1.5 / -4.1
Expectation value of S²: 6.127
Spin multiplicity: 5
Total charge: -1

Last column: Mulliken spin population.
Atoms and positions in Å:
Cr 1.05 0.29 1.21  3.24
C 0.49 -3.73 2.41  0.00
C 1.18 -2.43 2.09  0.05
O 0.42 -1.44 1.72  -0.03
C 2.53 -2.38 2.36  0.01
C 3.38 -1.28 2.14  0.06
C 4.89 -1.52 2.44  0.00
N 2.87 -0.06 1.96  -0.12
N 3.68 0.99 2.07  0.01
C 3.11 2.11 1.67  0.02
O 1.99 2.13 1.04  0.00
C 3.84 3.34 2.06  0.01
C 3.15 4.52 1.94  0.00
C 3.69 5.75 2.40  0.00
C 4.90 5.75 2.97  0.00
C 5.68 4.58 2.96  0.00
C 5.18 3.39 2.51  0.00
H -0.31 -3.55 3.17  0.00
H 1.21 -4.40 2.83  0.00
H 0.07 -4.20 1.51  0.00
H 2.98 -3.21 2.87  0.00
H 5.33 -1.99 1.56  0.00
H 4.94 -2.18 3.34  0.00
H 5.47 -0.59 2.65  0.00
H 2.18 4.54 1.41  0.00
H 3.07 6.66 2.30  0.00
H 5.30 6.65 3.44  0.00
H 6.70 4.61 3.33  0.00
H 5.74 2.52 2.53  0.00
C 0.73 1.53 5.65  0.02
C -0.65 1.65 5.69  0.01
C -1.38 1.52 4.51  -0.01
C -0.79 1.27 3.25  -0.07
C 0.56 1.09 3.27  -0.15
C 1.32 1.26 4.41  -0.02
C -1.58 1.22 2.01  0.19
C -2.98 1.21 1.98  0.03
C -3.70 1.39 0.77  0.21
C -3.02 1.62 -0.37  -0.03
C -3.68 2.06 -1.61  0.23
C -2.91 2.42 -2.70  -0.10
C -1.50 2.51 -2.50  0.20
C -0.82 2.15 -1.31  -0.01
C -1.57 1.62 -0.25  0.07
N -0.88 1.16 0.90  0.09
H 1.28 1.90 6.56  0.00
H -1.28 1.78 6.55  0.00
H -2.49 1.70 4.50  0.00
H 2.36 1.19 4.34  0.00
H -3.55 1.09 2.87  0.00
H -4.80 1.43 0.81  0.00
H -4.74 1.95 -1.70  0.01
H -3.33 2.65 -3.64  0.00
H -0.85 2.76 -3.38  0.02
H 0.29 2.18 -1.21  -0.01
C 5.08 2.95 -1.58  0.00
C 4.08 1.97 -2.15  0.00
C 3.59 2.24 -3.44  0.00
C 2.50 1.46 -3.91  0.00
N 1.97 0.54 -3.12  0.00
C 2.49 0.24 -1.92  0.01
S 1.71 -0.82 -0.82  0.03
N 3.49 1.03 -1.36  0.01
C 1.91 1.68 -5.27  0.00
H 5.63 2.40 -0.72  0.00
H 4.51 3.75 -1.11  0.00
H 5.77 3.32 -2.37  0.00
H 4.15 2.93 -4.08  0.00
H 3.80 0.86 -0.45  0.01
H 2.19 0.78 -5.85  0.00
H 2.41 2.57 -5.72  0.00
H 0.83 1.69 -5.26  0.00
C -1.02 -1.06 -4.66  0.01
Si -1.36 -2.89 -4.55  0.00
C 0.16 -3.66 -3.95  0.00
C -2.04 -3.47 -6.23  0.00
C -2.76 -3.36 -3.29  0.00
Te -2.74 -2.44 -1.29  0.00
C -4.83 -2.38 -0.60  0.01
Si -5.34 -3.16 1.07  0.00
C -7.26 -2.87 1.14  0.00
C -4.55 -4.87 1.24  0.00
C -4.51 -2.27 2.47  0.00
H -0.12 -0.99 -5.31  0.00
H -0.78 -0.65 -3.66  0.00
H -1.78 -0.37 -5.06  0.00
H 0.86 -3.75 -4.77  0.00
H -0.22 -4.70 -3.71  0.00
H 0.69 -3.15 -3.15  0.00
H -1.36 -3.33 -7.08  0.00
H -2.92 -2.90 -6.47  0.00
H -2.39 -4.51 -6.19  0.00
H -2.87 -4.48 -3.31  0.00
H -3.77 -3.05 -3.59  0.00
H -5.38 -2.79 -1.43  0.00
H -5.04 -1.26 -0.59  -0.01
H -7.89 -2.98 0.31  0.00
H -7.36 -1.78 1.45  0.00
H -7.76 -3.50 1.96  0.00
H -5.15 -5.48 1.85  0.00
H -3.58 -4.96 1.70  0.00
H -4.54 -5.40 0.30  0.00
H -3.45 -2.10 2.21  0.00
H -4.67 -2.88 3.36  0.00
H -5.12 -1.33 2.63  0.00

| no. | largest force on an atom (Eh/bohr) |
| --- | --- |
| 1 | 0.0554 |
| 2 | 0.0097 |
| 3 | 0.1188 |
| 4 | 0.0128 |
| 5 | 0.3058 |
| 6 | 0.0886 |